[1]
The following is a quantum chemistry calculation of a molecular structure, C4H7IOS in a non-equilibrium geometry, from the OMol25 dataset.

Positions of all 14 atoms, in Å:
C  1.57626  1.22433  0.45591
C  -0.06017  -1.34950  0.14541
C  -1.50691  0.67315  0.53246
C  -0.70977  -0.20566  -0.41979
O  2.12423  2.20038  0.79326
S  -0.47189  0.48211  -1.96206
I  3.19986  -0.63216  0.01243
H  -0.14500  -2.24863  -0.63122
H  0.96340  -1.06206  0.05678
H  -0.59098  -1.73621  0.96584
H  -1.84775  1.63625  0.09800
H  -2.34583  -0.03928  0.89808
H  -0.97085  1.10845  1.25761
H  0.78541  -0.05118  -2.20270

M: 230.07 g mol⁻¹
Lowest unoccupied orbital energy (spin up / spin down): -1.9 / -1.9 eV
Kohn-Sham gap (spin up / spin down): 0.2047 / 0.2047 Eh
Energy above the lowest of the compared OMol25 structures with the same formula, charge and spin: 275.3 kJ/mol

natural (NBO) population analysis, charges in e, atoms 1 to 8:
1. C 0.3321
2. C -0.7718
3. C -0.6960
4. C 0.1669
5. O -0.5601
6. S 0.2115
7. I -0.4414
8. H 0.2571


[2]
The following is a quantum chemistry calculation of a molecular structure, C2Cl4O2S2 in a non-equilibrium geometry, from the OMol25 dataset.

Positions of all 10 atoms, in Å:
C  1.17639  0.40715  -0.09232
C  -1.22604  0.44233  0.00239
O  0.33299  -1.11867  1.72203
O  -0.13035  -1.54631  -1.39346
S  0.05809  0.23574  1.38971
S  -0.05311  -0.10108  -1.50051
Cl  2.43581  -0.67698  0.05963
Cl  1.82236  2.15194  -0.11204
Cl  -1.56136  2.06859  0.05609
Cl  -2.66048  -0.53422  -0.13877

M: 261.97 g mol⁻¹
Lowest unoccupied orbital energy: -0.6 eV
Kohn-Sham gap: 0.3325 Eh
Energy above the lowest of the compared OMol25 structures with the same formula, charge and spin: 0.0 kJ/mol

natural (NBO) population analysis, charges in e, atoms 1 to 8:
1. C -0.5381
2. C -0.5664
3. O -0.9004
4. O -0.8789
5. S 1.3149
6. S 1.2717
7. Cl 0.1471
8. Cl -0.0228


[3]
The following is a quantum chemistry calculation of 7 unconnected molecules or ions with the total composition C38H35F5N2 in a non-equilibrium geometry, from the OMol25 dataset.

Positions of all 80 atoms, in Å:
C  -17.71904  -7.15097  9.92586
C  -17.46942  -7.38957  11.28116
C  -17.00797  -8.68199  11.46821
N  -16.89342  -9.17282  10.21031
C  -17.26939  -8.24390  9.25271
H  -18.14504  -6.26255  9.48357
H  -17.56167  -6.66623  12.07782
H  -16.79634  -9.37238  12.27131
H  -16.49286  -10.06413  9.95493
H  -17.23388  -8.46593  8.19637
C  -12.39549  -6.23933  9.87150
C  -13.02393  -5.00423  10.29473
C  -14.34047  -5.36882  10.41122
N  -14.60575  -6.69286  10.18392
C  -13.41181  -7.25986  9.83976
H  -11.34093  -6.30248  9.64719
H  -12.55884  -4.03005  10.32738
H  -15.09453  -4.73922  10.86000
H  -15.48475  -7.19015  10.17123
H  -13.43020  -8.32318  9.65158
F  -16.60736  -6.08267  14.55236
C  -15.78973  -5.01588  14.44630
C  -14.54795  -5.20646  13.83357
C  -13.63733  -4.16560  13.66141
C  -14.04761  -2.88257  14.16706
C  -15.27940  -2.71465  14.76723
C  -16.10710  -3.78869  14.98941
H  -14.16953  -6.18096  13.56239
H  -12.65469  -4.26456  13.22435
H  -13.37036  -2.05328  14.02562
H  -15.60826  -1.74121  15.09990
H  -16.98693  -3.69464  15.60864
F  -21.66314  -5.30447  13.28390
C  -21.86122  -5.83037  12.07459
C  -21.07944  -6.89546  11.69062
C  -21.05829  -7.42852  10.38762
C  -21.87003  -6.82859  9.47680
C  -22.73048  -5.76507  9.77880
C  -22.66193  -5.27168  11.09197
H  -20.30941  -7.22770  12.37111
H  -20.43769  -8.27337  10.12784
H  -21.75576  -7.22977  8.48061
H  -23.40634  -5.28766  9.08474
H  -23.26630  -4.40905  11.33074
F  -22.47969  -11.72538  4.88034
C  -21.74365  -10.79684  5.57073
C  -21.45341  -9.57146  4.97077
C  -20.63086  -8.69393  5.70479
C  -20.17760  -9.02983  6.95745
C  -20.51353  -10.18829  7.55717
C  -21.28299  -11.10594  6.85481
H  -21.75062  -9.22754  3.99108
H  -20.39069  -7.78353  5.17574
H  -19.47996  -8.31822  7.37376
H  -20.09404  -10.48627  8.50672
H  -21.66627  -12.04799  7.21821
F  -18.79077  -0.14201  12.99953
C  -18.38133  -1.27841  12.37504
C  -17.27074  -1.31056  11.54955
C  -16.82852  -2.48693  10.94059
C  -17.47896  -3.68067  11.30456
C  -18.58461  -3.70388  12.10315
C  -19.02710  -2.47810  12.64614
H  -16.73415  -0.42573  11.24042
H  -15.94436  -2.43672  10.32243
H  -17.15146  -4.60826  10.85881
H  -19.12253  -4.61676  12.31221
H  -19.88873  -2.37568  13.28919
F  -15.78854  -11.75315  9.69084
C  -16.44583  -12.66599  8.94364
C  -16.27816  -14.04054  9.05856
C  -17.01307  -14.91535  8.26481
C  -17.82640  -14.37168  7.29281
C  -18.01701  -13.02089  7.09730
C  -17.33610  -12.18308  7.95799
H  -15.54935  -14.37730  9.78092
H  -16.96023  -15.98961  8.36265
H  -18.39965  -15.04927  6.67747
H  -18.62802  -12.55032  6.34124
H  -17.53178  -11.12453  7.87093

M: 614.70 g mol⁻¹
Lowest unoccupied orbital energy: 0.5 eV
Kohn-Sham gap: 0.3064 Eh
Energy above the lowest of the compared OMol25 structures with the same formula, charge and spin: 95.6 kJ/mol
Structure (SMILES): c1cc[nH]c1.c1cc[nH]c1.Fc1ccccc1.Fc1ccccc1.Fc1ccccc1.Fc1ccccc1.Fc1ccccc1

Mulliken population analysis, charges in e, atoms 1 to 8:
1. C -0.0556
2. C -0.3993
3. C -0.5021
4. N 0.3457
5. C -1.3312
6. H 0.4084
7. H 0.3301
8. H 0.4927


[4]
The following is a quantum chemistry calculation of a single C6H10OSi molecule in a non-equilibrium geometry, from the OMol25 dataset.

Positions of all 18 atoms, in Å:
C  0.73167  -0.97264  -2.59218
C  0.52291  -1.14794  -1.21944
C  1.09400  0.33969  -2.76544
C  0.25328  -0.13003  -0.40049
C  0.65195  -0.47040  2.41419
C  -2.06730  0.86101  0.96261
O  0.88514  1.23720  -1.91104
Si  -0.08402  0.72726  1.21248
H  0.66937  -1.70201  -3.36251
H  0.29380  -2.18624  -0.97084
H  1.54723  0.67555  -3.67384
H  0.84924  -0.07898  3.45017
H  0.10448  -1.37023  2.66982
H  1.45913  -0.78366  1.83724
H  -2.46120  -0.07484  1.25371
H  -2.36376  1.65878  1.62779
H  -2.50765  1.21928  0.05798
H  0.42172  2.19819  1.40978

M: 126.23 g mol⁻¹
Lowest unoccupied orbital energy: -0.1 eV
Kohn-Sham gap: 0.2843 Eh
Energy above the lowest of the compared OMol25 structures with the same formula, charge and spin: 375.7 kJ/mol

natural (NBO) population analysis, charges in e, atoms 1 to 8:
1. C -0.4499
2. C -0.3143
3. C 0.2765
4. C -0.1280
5. C -1.1203
6. C -1.0331
7. O -0.5266
8. Si 1.3177


> What is the formula in the first record?

C4H7IOS